Record 1
{
  "formula": "C24H42N2O9P2S2Ti",
  "method": "the ωB97M-V functional and the def2-TZVPD basis",
  "orbital_gap_ev": 6.77,
  "spin_multiplicity": 1,
  "e_above_lowest_ev": 1.536,
  "total_charge": 0,
  "species": ["Ti", "S", "S", "P", "P", "O", "O", "O", "O", "O", "O", "O", "O", "O", "N", "N", "C", "C", "C", "C", "C", "C", "C", "C", "C", "C", "C", "C", "C", "C", "C", "C", "C", "C", "C", "C", "C", "C", "C", "C", "H", "H", "H", "H", "H", "H", "H", "H", "H", "H", "H", "H", "H", "H", "H", "H", "H", "H", "H", "H", "H", "H", "H", "H", "H", "H", "H", "H", "H", "H", "H", "H", "H", "H", "H", "H", "H", "H", "H", "H", "H", "H"],
  "xyz": [[0.3785, -0.2903, 0.3300], [-0.5895, -4.1462, -1.8885], [-1.5337, 0.4324, -3.3235], [-1.9517, 1.7958, 0.9646], [-0.2897, 0.7549, 3.2270], [-1.1893, 0.5522, 4.5308], [1.0781, 1.1263, 3.8306], [1.2101, 1.3871, 1.1660], [-2.4833, 3.1350, 0.3403], [-3.2381, 1.1040, 1.5329], [1.9785, -0.7889, 1.4479], [-1.2976, 0.9065, -0.0448], [3.2351, 0.7334, 0.2465], [-0.5406, -0.4080, 2.3151], [1.2055, -0.5990, -1.5928], [2.1320, 0.3831, 0.7195], [2.5569, -0.0056, -3.4510], [-0.4746, 3.6766, -1.0192], [-4.4567, 2.8086, 2.8265], [-0.9615, 2.2326, 2.4035], [1.9811, -0.9584, 4.7221], [-0.4657, -2.2244, -0.1292], [1.5323, -2.1780, -3.3327], [-1.6311, 4.2097, -0.2009], [-3.2134, 0.1522, 5.6937], [-3.3125, 0.2030, -3.3564], [-1.2290, 0.6759, -5.0761], [-5.3604, 1.8896, 0.6376], [1.8413, 0.5312, 4.9344], [1.9810, 0.2839, -2.2232], [-4.5516, 1.6250, 1.8883], [0.0361, -2.6402, -1.3375], [-1.3927, -3.2019, 0.3484], [1.2772, 0.9201, 6.2840], [-2.3360, -0.3439, 4.5628], [-1.5535, -4.2739, -0.4815], [-1.8880, -1.7750, 4.7689], [0.9609, -1.8126, -2.1218], [-2.5655, 5.0899, -0.9944], [2.3316, -1.2602, -3.9941], [-5.3643, 1.0097, -0.0046], [2.8087, 1.0169, 4.8070], [-1.2554, 4.7490, 0.6738], [-3.6302, 0.0053, -2.3332], [-1.6505, 2.7392, 3.0832], [2.0441, 0.7176, 7.0342], [2.3796, -1.1719, 3.7325], [-1.2762, -1.8420, 5.6716], [1.0122, -1.4547, 4.8148], [-3.5870, -0.6548, -3.9709], [1.0367, 1.9823, 6.3212], [-5.4603, 3.0753, 3.1611], [2.7800, -1.5330, -4.9419], [-1.5541, -0.1864, -5.6597], [-0.1534, 0.7906, -5.2062], [-2.1862, -5.1362, -0.3382], [-0.8326, 3.0320, -1.8227], [2.6426, -1.3663, 5.4889], [-3.8671, 2.5639, 3.7105], [2.1448, 1.2245, -1.7164], [-1.7218, 1.5717, -5.4560], [-3.4199, 5.4019, -0.3941], [-2.7636, -2.4121, 4.9072], [0.2426, 3.1135, -0.4195], [-3.4942, 1.1951, 5.5459], [3.1803, 0.7293, -3.9383], [-4.1230, -0.4462, 5.7576], [-4.9913, 0.7834, 2.4269], [-4.9592, 2.7325, 0.0772], [-1.3120, -2.1426, 3.9231], [1.3408, -3.1562, -3.7511], [0.3852, 0.3524, 6.5398], [-6.3910, 2.1161, 0.9166], [-2.8617, -0.2485, 3.6096], [-4.0235, 3.6802, 2.3346], [0.0494, 4.5308, -1.4527], [-2.6847, 0.0735, 6.6452], [-3.8301, 1.0915, -3.7202], [-2.0343, 5.9816, -1.3282], [-2.9307, 4.5574, -1.8737], [-0.1439, 2.8960, 2.1242], [-1.9238, -3.1126, 1.2875]]
}

Record 2
{
  "formula": "C24H42N6",
  "method": "the ωB97M-V functional and the def2-TZVPD basis",
  "orbital_gap_ev": 8.37,
  "spin_multiplicity": 1,
  "e_above_lowest_ev": 16.452,
  "total_charge": 0,
  "species": ["N", "N", "N", "N", "N", "N", "C", "C", "C", "C", "C", "C", "C", "C", "C", "C", "C", "C", "C", "C", "C", "C", "C", "C", "C", "C", "C", "C", "C", "C", "H", "H", "H", "H", "H", "H", "H", "H", "H", "H", "H", "H", "H", "H", "H", "H", "H", "H", "H", "H", "H", "H", "H", "H", "H", "H", "H", "H", "H", "H", "H", "H", "H", "H", "H", "H", "H", "H", "H", "H", "H", "H"],
  "xyz": [[4.0202, 0.7161, 4.4646], [2.6329, -0.8579, -6.6412], [-3.5356, -0.9730, -0.9716], [-2.1688, 1.7478, -2.1687], [1.1858, 0.6994, 2.4106], [0.3910, -1.7983, -2.2270], [-0.3125, -2.1359, -1.3447], [1.6017, 0.0989, -4.4524], [-2.7026, -0.2062, -3.3569], [-0.0092, 0.5428, 4.7681], [1.2128, 1.8557, 6.5543], [3.6385, 1.6714, 3.9400], [-2.7824, -3.8392, -1.9700], [-1.2502, -2.5667, -0.2714], [0.7082, 0.6699, 3.4630], [0.8416, 0.4627, 6.0499], [-0.1266, 1.6992, 1.0726], [1.6073, 3.1328, 3.0960], [-2.2928, -3.7102, -0.5280], [-2.8179, -2.3255, -4.8097], [-0.4835, 0.2554, 0.6050], [-1.9949, -1.1628, -4.3181], [2.1769, -0.4348, -5.6586], [-3.1881, -0.6753, -2.0399], [2.9356, -1.3986, -2.7478], [3.1276, 2.9560, 3.4013], [-0.5425, 0.1734, -0.9324], [1.1621, 4.5402, 2.8530], [-1.4823, 1.0395, -1.5909], [1.5154, -0.8373, -3.2424], [-0.9466, 2.3874, 0.8673], [0.7539, 0.7334, -4.7107], [2.8079, -1.8494, -1.7637], [-1.8117, -1.6739, 0.0039], [-2.9581, -3.0279, -3.9880], [-0.7148, -0.8638, -1.2199], [-1.7001, -0.6307, -5.2225], [0.9695, 2.6016, 3.8025], [3.3782, -2.1479, -3.4042], [1.6452, -0.2721, 6.0015], [2.0080, 5.1167, 2.4786], [-1.3457, -0.0642, 1.1903], [0.4070, 2.4253, 7.0173], [1.6880, 2.4656, 5.7859], [0.3227, 1.6467, 2.0643], [0.3684, -0.3100, 0.9826], [0.8531, -0.4158, -2.4862], [-3.7686, -1.9817, -5.2173], [-2.0770, -3.4683, -2.7136], [1.9674, 1.8652, 7.3407], [-1.1038, -1.6150, -3.8829], [1.4234, 2.5191, 2.2141], [0.7627, 2.0290, 0.5356], [-2.1867, 0.7497, -3.2662], [3.3299, 3.6640, 4.2051], [-0.8299, 1.2434, 4.9219], [-2.9898, -4.8834, -2.2040], [-0.7650, -2.7995, 0.6764], [-3.6191, 0.0710, -3.8778], [0.3082, 0.0189, 6.8905], [3.6892, -0.6186, -2.6387], [-3.6538, -3.1886, -2.0431], [3.6699, 3.2428, 2.5004], [0.8321, -1.6349, -3.5342], [0.9467, 5.0975, 3.7647], [0.2977, 4.4782, 2.1918], [-3.1448, -3.5796, 0.1392], [-0.6680, -0.3101, 4.6051], [2.3847, 0.8239, -4.2300], [-1.8013, -4.6499, -0.2762], [0.4225, 0.3748, -1.3976], [-2.2192, -2.9086, -5.5095]]
}

Record 3
{
  "formula": "C24H42NOP3Ru",
  "method": "the ωB97M-V functional and the def2-TZVPD basis",
  "orbital_gap_ev": [7.43, 3.91],
  "spin_multiplicity": 5,
  "e_above_lowest_ev": 1.317,
  "total_charge": 4,
  "species": ["Ru", "P", "P", "P", "O", "N", "C", "C", "C", "C", "C", "C", "C", "C", "C", "C", "C", "C", "C", "C", "C", "C", "C", "C", "C", "C", "C", "C", "C", "C", "H", "H", "H", "H", "H", "H", "H", "H", "H", "H", "H", "H", "H", "H", "H", "H", "H", "H", "H", "H", "H", "H", "H", "H", "H", "H", "H", "H", "H", "H", "H", "H", "H", "H", "H", "H", "H", "H", "H", "H", "H", "H"],
  "xyz": [[-0.1610, 0.3798, 0.1714], [2.0914, 0.7476, -0.1464], [-0.6933, 2.5748, -0.0056], [-2.2808, -0.3616, -0.3578], [0.2648, -2.0049, -0.4662], [-0.2637, 0.6034, 2.1251], [-0.5748, 1.5993, 4.4970], [1.2268, -6.6168, -3.7265], [-0.0607, 0.8894, 5.6074], [2.1434, -4.0451, -2.6866], [-3.3160, -0.1630, 1.1444], [1.1703, -2.2841, -3.9971], [0.4577, -1.8462, -2.8826], [2.4502, 1.7652, -1.6284], [-3.1995, 0.5142, -1.7104], [-1.3194, 3.3849, 5.9913], [-0.7830, 2.6704, 7.0720], [3.1212, -0.7407, -0.3754], [-0.1585, 1.4370, 6.8950], [3.0056, 1.5543, 1.2259], [0.3734, 3.7395, 0.9082], [0.6414, -2.4758, -1.6028], [1.1311, -6.2023, -5.0075], [-0.6613, 3.1719, -1.7465], [1.3236, -3.7285, -1.6136], [-2.6002, -2.1124, -0.8091], [-0.4114, 1.0648, 3.1942], [-1.2196, 2.8541, 4.7101], [2.1344, -3.3058, -3.8902], [-2.3493, 3.0773, 0.5807], [2.2192, -6.6584, -3.2566], [2.3927, 1.5238, 2.1401], [1.2539, 3.2310, 1.3208], [0.4020, -7.0252, -3.1348], [-0.2125, 4.1733, 1.7282], [2.4817, 2.8319, -1.3569], [3.2631, 2.5914, 0.9669], [-3.5953, -1.1676, 1.4896], [-0.2036, -0.9714, -2.9513], [0.2655, 0.8795, 7.7481], [-3.6620, -2.3848, -0.7669], [-4.1593, 0.0216, -1.9516], [0.4123, -0.0791, 5.4338], [-4.2368, 0.4197, 0.9679], [-2.2234, -2.3114, -1.8192], [2.7246, -4.9621, -2.6053], [2.5983, -1.5645, 0.1305], [0.6824, 4.5418, 0.2272], [3.9336, 0.9931, 1.4087], [2.7540, -3.6178, -4.7396], [1.6554, 1.5966, -2.3663], [-1.6363, 3.4050, 3.8771], [-0.4315, 0.1892, -1.4379], [-2.5653, 0.4834, -2.6120], [-3.1604, 2.5347, 0.0789], [3.1914, -0.9758, -1.4471], [-1.4028, 2.6526, -2.3641], [2.0284, -6.0067, -5.6161], [-2.4623, 4.1532, 0.3838], [-2.7348, 0.3126, 1.9521], [1.3142, -4.3263, -0.7068], [0.2057, -6.1792, -5.5874], [-2.3911, 2.8966, 1.6639], [0.3225, 3.0530, -2.2117], [0.9472, -1.7668, -4.9375], [-0.9061, 4.2428, -1.7504], [-1.8068, 4.3536, 6.1603], [4.1241, -0.6009, 0.0460], [-2.0327, -2.7326, -0.1111], [-0.8430, 3.0707, 8.0716], [-3.4013, 1.5687, -1.4646], [3.4122, 1.4703, -2.0701]]
}

Question: Which formula does entry 3 have?
Answer: C24H42NOP3Ru